208
Properties=species:S:1:pos:R:3:forces:R:3:mulliken_charge:R:1 method="wB97M-V/def2-TZVPD" homo_ev=-8.854 energy_ha=-3477.83690 fmax_ha_per_bohr=0.053 total_charge=0 de_lowest_kj_mol=39.0 orbital_gap_ev=9.20
C 19.775 16.212 12.805 -1.45 -2.03 0.41 -0.70
C 19.194 14.856 12.353 -0.02 -0.78 -2.62 2.37
C 17.733 14.939 11.762 0.56 0.04 0.79 0.11
O 20.073 14.167 11.376 -0.57 0.92 0.65 1.47
H 19.571 16.919 12.041 0.01 0.86 -0.65 -0.69
H 20.821 16.159 13.080 0.06 -0.01 0.12 0.03
H 19.108 16.412 13.639 0.39 0.73 0.45 0.79
H 19.113 14.106 13.115 0.24 0.03 0.96 -1.38
H 17.110 15.568 12.407 0.07 -0.24 0.02 -0.33
H 17.274 13.948 11.690 0.25 -0.02 0.35 -0.11
H 17.625 15.332 10.760 0.58 0.42 -0.33 -0.41
H 20.415 14.863 10.784 -0.05 -0.17 -0.13 -0.80
C 15.084 17.026 12.056 -1.34 0.60 0.96 0.34
C 13.982 18.088 12.178 -0.05 0.37 1.33 0.46
C 13.134 17.957 13.471 0.21 -0.67 -0.81 -1.47
O 14.526 19.420 12.266 0.14 -0.60 -0.12 -0.64
H 15.706 17.221 11.204 0.44 -0.04 -0.31 -0.66
H 14.623 16.047 12.016 -0.09 -0.35 -0.40 0.12
H 15.626 17.028 12.999 0.45 0.18 -0.04 0.30
H 13.287 18.068 11.348 -0.09 -0.21 -0.54 0.27
H 12.551 17.013 13.523 0.39 0.50 -0.15 0.29
H 12.443 18.789 13.452 -0.19 0.16 0.26 0.47
H 13.785 18.028 14.342 -0.02 0.02 0.04 0.28
H 15.358 19.424 11.776 0.01 0.20 -0.25 0.29
C 17.182 16.857 8.436 -0.25 0.61 -0.76 0.53
C 16.663 17.907 7.407 -0.23 -0.63 0.90 0.32
C 15.169 18.083 7.540 -0.66 0.67 -0.36 -1.44
O 17.335 19.163 7.706 -0.08 -0.65 -0.27 -0.52
H 16.911 15.812 8.212 0.14 0.50 -0.31 0.56
H 16.768 17.067 9.416 0.03 0.25 0.17 -0.78
H 18.259 16.977 8.470 0.18 -0.31 0.08 -0.60
H 16.880 17.592 6.382 0.33 0.07 0.09 0.44
H 14.751 18.797 6.808 0.32 -0.24 0.05 0.42
H 14.888 18.491 8.510 0.16 -0.17 0.24 0.24
H 14.639 17.148 7.385 0.00 -0.21 0.04 0.42
H 16.980 19.811 7.089 0.04 0.14 0.01 0.27
C 19.348 19.887 10.645 -0.43 1.23 -0.29 -0.43
C 17.967 20.481 10.985 -0.19 0.56 0.04 0.74
C 17.766 21.964 10.534 -0.29 -0.74 0.43 -1.52
O 16.886 19.720 10.465 0.57 -0.51 -0.85 -0.38
H 19.418 19.740 9.568 0.15 -0.06 -0.13 0.59
H 19.553 18.960 11.162 -0.13 -0.21 0.12 -0.64
H 20.097 20.634 10.956 -0.04 -0.40 -0.15 0.22
H 17.911 20.423 12.084 -0.40 0.24 -0.29 0.26
H 17.684 22.132 9.443 0.39 -0.44 0.41 0.24
H 18.609 22.481 10.949 0.39 0.82 -0.04 0.46
H 16.835 22.388 10.956 0.46 -0.38 0.00 0.35
H 17.090 19.648 9.495 -0.56 -0.18 0.82 0.14
C 20.936 13.009 15.413 0.02 -2.64 0.48 0.18
C 21.290 11.418 15.427 -0.60 1.44 0.00 0.79
C 21.011 10.845 16.787 -0.71 0.05 0.32 -1.63
O 20.461 10.762 14.497 0.71 0.57 -0.59 -0.49
H 19.904 13.045 15.768 -0.11 0.15 -0.10 -0.25
H 20.977 13.416 14.407 0.33 0.13 -0.02 -0.22
H 21.544 13.512 16.148 0.38 0.43 -0.07 0.20
H 22.363 11.252 15.237 -0.07 0.21 -0.41 0.35
H 21.056 9.743 16.843 0.43 0.47 -0.21 0.41
H 19.960 11.084 17.026 0.40 0.11 0.29 0.29
H 21.709 11.326 17.478 -0.30 -0.29 0.33 0.28
H 20.729 11.179 13.625 -0.45 -0.82 0.00 0.23
C 24.404 14.748 11.261 -0.13 0.32 0.79 0.11
C 25.634 15.610 11.397 0.22 0.75 0.42 0.19
C 25.299 17.139 11.281 -0.19 -2.54 0.28 -0.70
O 26.262 15.301 12.712 -1.52 -0.05 -1.33 -0.57
H 24.692 13.696 11.235 -0.24 0.09 0.08 0.10
H 23.839 14.994 10.359 0.18 -0.07 -0.02 -0.22
H 23.735 14.955 12.119 0.21 -0.35 -0.33 -0.34
H 26.300 15.332 10.582 0.51 -0.04 0.09 0.32
H 26.202 17.678 11.495 0.17 0.71 0.01 0.44
H 24.519 17.254 12.021 -0.10 0.75 0.34 -0.06
H 24.861 17.331 10.302 0.25 0.25 -0.02 0.20
H 27.114 15.714 12.750 0.68 0.37 -0.12 0.32
C 25.475 21.083 14.394 -0.26 -0.33 0.11 -1.23
C 24.073 21.605 14.086 -0.09 0.43 -0.98 0.49
C 23.054 20.473 14.011 -0.29 -0.42 0.83 0.03
O 21.781 20.950 13.567 0.13 0.70 0.00 -0.46
C 20.714 20.036 13.789 1.50 -0.39 0.08 -0.35
N 23.750 22.693 14.967 -0.74 1.04 0.43 -0.76
H 26.141 21.831 14.829 -0.16 0.28 -0.52 0.44
H 25.913 20.608 13.512 0.09 0.10 0.20 0.28
H 25.387 20.336 15.167 0.01 -0.59 0.26 0.18
H 24.081 22.017 13.051 0.04 0.05 0.51 0.11
H 22.985 19.933 14.992 -0.14 0.49 -0.49 0.21
H 23.450 19.747 13.313 0.00 -0.53 -0.42 -0.10
H 21.002 19.108 13.285 -0.51 -0.24 -0.01 -0.03
H 19.751 20.397 13.452 0.12 0.39 -0.33 0.17
H 20.657 19.858 14.849 -0.24 -0.33 0.61 0.49
H 22.801 23.047 14.846 0.28 -0.26 -0.28 0.26
H 23.833 22.514 15.958 0.27 -0.46 -0.02 0.24
C 22.763 16.181 15.167 0.57 1.60 0.96 -0.32
C 23.912 16.726 16.078 -1.20 -1.04 -0.65 -0.28
C 24.551 15.522 16.806 0.20 0.99 -0.76 -0.63
O 23.634 14.880 17.670 0.01 0.80 -0.79 -0.31
C 24.106 13.694 18.273 -0.77 1.24 0.09 -0.77
N 24.894 17.565 15.366 -0.21 -1.12 -0.42 -0.30
H 22.102 15.639 15.841 -0.09 -0.17 -0.29 0.14
H 23.130 15.561 14.373 0.20 -0.48 -0.43 0.33
H 22.220 17.042 14.757 0.04 -0.24 -0.09 -0.25
H 23.372 17.321 16.806 0.26 0.39 0.38 0.38
H 25.370 16.034 17.334 0.29 -0.84 0.41 0.36
H 24.943 14.878 15.979 -0.06 -0.05 0.83 0.32
H 24.277 12.969 17.505 0.79 -0.69 -0.32 0.32
H 23.261 13.354 18.853 -0.07 -0.27 0.44 0.22
H 24.932 13.971 18.926 0.39 -0.64 -0.03 0.36
H 25.622 17.854 16.009 0.05 0.06 0.07 0.34
H 25.363 16.986 14.644 -0.39 0.45 0.48 0.10
C 13.660 14.288 14.667 -0.18 0.03 0.42 -0.94
C 14.300 14.040 16.018 0.36 -0.69 -0.13 2.02
C 14.937 15.265 16.592 -0.05 1.95 -1.00 -1.56
O 16.067 15.802 15.836 -0.81 -1.13 0.95 -0.30
C 17.204 14.946 15.887 0.39 0.94 0.37 -0.43
N 13.260 13.600 16.959 0.15 0.38 -0.60 -0.76
H 13.020 13.442 14.424 0.03 -0.16 -0.23 0.36
H 14.403 14.433 13.897 0.18 0.06 -0.27 -0.16
H 13.011 15.164 14.728 0.05 0.02 -0.04 0.21
H 15.125 13.329 15.925 -0.25 -0.45 -0.22 -0.40
H 15.177 15.145 17.650 0.33 -0.07 0.05 0.41
H 14.178 16.048 16.491 0.16 0.19 0.39 0.34
H 17.149 14.162 15.150 -0.05 -0.46 -0.28 -0.04
H 17.361 14.510 16.893 -0.15 0.13 -0.35 0.46
H 18.067 15.596 15.662 -0.21 -0.36 0.07 0.22
H 12.883 12.700 16.677 0.12 0.10 0.21 0.23
H 13.693 13.539 17.859 -0.10 -0.41 0.69 0.31
C 10.280 11.208 11.538 -0.04 -0.32 1.46 -1.46
C 11.199 12.152 10.858 -0.11 0.24 -1.64 0.40
C 12.637 12.114 11.367 -1.28 0.53 -0.17 -0.09
O 13.472 12.922 10.562 -0.04 -0.92 0.45 -0.48
C 14.808 12.841 11.011 0.71 0.35 -0.72 0.51
N 11.027 11.931 9.414 -0.05 0.95 0.59 -0.73
H 10.339 10.170 11.185 0.13 0.26 0.04 0.38
H 9.278 11.582 11.415 -0.50 -0.18 -0.14 0.37
H 10.493 11.243 12.613 -0.15 -0.33 0.04 0.35
H 10.796 13.151 10.990 0.14 0.38 0.32 0.30
H 12.897 11.066 11.386 0.82 -0.50 -0.02 0.28
H 12.618 12.525 12.376 0.20 -0.18 0.34 -0.21
H 14.940 13.224 12.038 -0.13 -0.06 -0.29 -0.38
H 15.342 13.485 10.284 0.13 -0.37 0.64 0.13
H 15.249 11.809 10.977 -0.54 0.60 -0.07 0.18
H 11.195 10.998 9.104 0.33 -0.68 0.02 0.23
H 11.671 12.557 8.978 0.41 0.19 -0.82 0.29
C 21.181 16.408 7.327 -0.37 1.13 -0.35 -1.69
C 21.744 16.919 8.661 0.36 -1.08 -0.73 1.16
C 22.155 18.393 8.597 0.62 -0.82 0.55 -1.38
O 22.624 18.721 9.901 0.40 0.37 -0.21 0.23
C 23.046 20.075 9.955 0.13 0.58 -0.88 -0.61
N 20.813 16.586 9.716 -0.21 0.33 1.03 1.22
H 21.949 16.445 6.533 -0.44 0.02 0.29 0.41
H 20.358 17.119 7.076 0.41 -0.46 -0.28 0.36
H 20.724 15.409 7.347 0.39 0.23 0.35 0.26
H 22.643 16.316 8.882 -0.03 0.41 -0.02 -0.41
H 21.355 19.062 8.362 -1.03 0.32 -0.33 0.41
H 22.919 18.549 7.810 0.04 -0.11 0.42 0.45
H 22.184 20.777 9.956 0.31 -0.40 -0.01 0.15
H 23.654 20.295 9.034 -0.31 -0.02 0.86 0.42
H 23.645 20.286 10.850 -0.19 -0.42 -0.19 -0.04
H 19.902 17.016 9.569 0.11 0.01 -0.12 -1.08
H 21.158 16.995 10.591 -0.07 -0.12 -0.32 0.09
C 18.130 9.653 11.049 -0.31 1.65 0.28 -0.94
C 18.608 9.919 9.627 -0.89 0.66 -0.56 -0.31
C 18.273 11.404 9.241 0.58 -0.59 -0.15 0.23
O 18.790 11.644 7.873 -0.26 0.73 2.54 -0.50
C 19.170 13.029 7.716 -1.15 -0.71 -0.93 0.03
N 20.016 9.650 9.480 0.61 0.74 0.12 -0.45
H 18.657 10.308 11.768 0.00 -0.21 -0.31 -0.03
H 18.208 8.654 11.443 0.03 -0.55 -0.29 0.51
H 17.084 9.997 11.082 0.07 -0.42 0.19 0.13
H 18.050 9.270 8.935 -0.27 0.19 0.06 0.51
H 18.698 12.102 10.019 0.11 -0.51 -0.96 -0.40
H 17.176 11.559 9.291 0.39 -0.15 -0.34 0.37
H 19.724 12.981 6.768 -0.06 0.64 0.29 0.45
H 19.773 13.431 8.534 -0.02 -0.27 0.04 -0.39
H 18.243 13.659 7.609 0.84 -0.39 0.01 0.17
H 20.145 8.676 9.637 0.38 -0.84 0.09 0.23
H 20.342 9.862 8.542 -0.19 0.05 0.07 0.26
C 23.147 9.905 12.491 0.20 -0.20 -1.02 -1.53
C 22.756 11.226 11.897 0.80 0.51 -1.31 0.95
C 23.297 11.400 10.437 -1.27 -0.43 1.25 -1.45
O 22.684 12.613 9.987 0.97 -0.89 0.11 0.38
C 22.605 12.688 8.601 -0.22 0.22 -0.70 -0.40
N 21.323 11.394 11.919 -0.45 0.49 0.30 0.61
H 22.863 9.903 13.533 0.14 -0.38 0.27 0.28
H 24.222 9.733 12.313 -0.32 -0.10 0.43 0.42
H 22.583 9.142 11.929 0.20 -0.05 0.44 0.32
H 23.263 12.045 12.422 -0.44 0.00 0.36 0.25
H 23.004 10.512 9.840 -0.19 0.51 -0.06 0.45
H 24.380 11.390 10.487 0.46 0.55 -0.34 0.36
H 22.230 11.738 8.209 -0.03 -0.01 -0.23 0.35
H 23.565 12.919 8.104 -0.14 -0.05 0.23 0.23
H 21.874 13.467 8.352 0.31 -0.07 0.02 -0.43
H 20.877 10.714 11.287 0.29 0.36 0.14 -0.31
H 21.119 12.333 11.568 -0.28 -0.30 0.03 -0.48
C 14.488 8.310 15.109 0.66 1.07 -0.04 -1.56
C 15.201 9.594 15.566 0.74 -0.08 -1.64 0.63
C 15.352 10.622 14.377 -1.13 1.00 1.04 -0.45
O 16.218 11.754 14.704 -0.17 -2.18 -0.79 -0.23
C 17.577 11.315 14.648 0.89 -0.06 0.13 -0.06
N 14.582 10.116 16.759 -0.33 0.38 0.42 -0.68
H 14.404 7.628 15.957 -0.30 0.05 -0.26 0.38
H 15.033 7.851 14.287 0.16 -0.18 0.07 0.38
H 13.556 8.646 14.687 -0.88 -0.38 0.09 0.36
H 16.232 9.311 15.756 0.22 -0.03 0.71 0.30
H 14.371 11.101 14.278 -0.12 -0.07 -0.23 0.25
H 15.597 10.177 13.393 0.29 0.04 0.56 0.10
H 18.170 12.078 14.084 -0.34 -0.72 0.60 -0.67
H 17.737 10.304 14.189 -0.41 0.96 -0.06 0.47
H 17.974 11.160 15.670 -0.01 0.50 -0.40 0.18
H 14.976 11.002 17.027 0.62 0.27 0.10 0.24
H 13.593 10.351 16.675 0.10 -0.56 -0.46 0.30